Here is a molecular structure, C3H3LiLuO4 in a non-equilibrium geometry from the Open Molecules 2025 dataset. Energies are from ωB97M-V/def2-TZVPD.

Last column: Löwdin charge in e.
CARTESIAN COORDINATES (ANGSTROEM)
O: -0.108 0.386 -0.576  -0.232
C: -0.805 1.366 -0.227  -0.480
C: -2.270 1.057 -0.010  -0.284
H: -2.846 1.631 -0.757  0.126
H: -2.552 1.441 0.986  0.123
C: 1.443 -3.245 0.044  -0.355
O: 0.346 -2.890 -0.131  0.136
O: 2.569 -3.415 0.240  0.274
Li: -0.955 -1.320 -0.459  0.738
Lu: 0.329 3.857 -0.123  0.978
O: -2.536 -0.337 -0.114  -0.137
H: -3.470 -0.529 -0.010  0.114

Forces on atoms 1 to 2 (eV/Å):
O -0.320 0.656 0.451
C 0.674 0.100 -0.521

Properties
Electronic energy   -1659.867598 hartree
Orbital gap   0.261 Ha
Charge   +1
Max |F|   1.8 eV/A

Here is 2 unconnected molecules or ions with the total composition C41H40N5O2 in a non-equilibrium geometry from the Open Molecules 2025 dataset. Energies are from ωB97M-V/def2-TZVPD.

Last column: Löwdin charge in e.
CARTESIAN COORDINATES (ANGSTROEM)
C: -4.867 -6.106 0.966  -0.178
C: -4.609 -4.622 0.724  -0.149
N: -3.170 -4.407 0.574  -0.090
C: -2.686 -3.097 0.622  -0.209
C: -3.531 -1.970 0.502  -0.013
C: -2.987 -0.696 0.458  -0.015
C: -1.592 -0.487 0.641  -0.278
C: -0.999 0.840 0.640  0.102
C: -0.778 1.439 1.906  -0.170
C: -0.635 0.654 3.105  0.046
C: -0.076 1.183 4.256  0.030
C: 0.384 2.518 4.262  -0.176
N: 1.214 3.046 5.279  -0.096
C: 0.918 2.648 6.655  -0.143
C: 1.717 3.558 7.580  -0.174
O: 3.117 3.452 7.307  -0.129
C: 3.439 3.852 5.974  -0.178
C: 2.643 3.076 4.931  -0.122
C: 0.034 3.360 3.181  0.010
C: -0.636 2.855 2.089  -0.006
C: -0.777 -1.620 0.889  -0.041
C: -1.298 -2.897 0.817  0.003
C: -2.439 -5.316 -0.312  -0.133
C: -2.883 -6.765 -0.142  -0.181
O: -4.303 -6.901 -0.081  -0.132
H: -4.456 -6.383 1.958  0.133
H: -5.944 -6.317 0.916  0.133
H: -5.157 -4.303 -0.184  0.133
H: -4.971 -4.044 1.584  0.132
H: -4.610 -2.104 0.388  0.114
H: -3.624 0.175 0.295  0.131
H: -0.926 1.405 -0.289  0.071
H: -0.906 -0.401 3.090  0.124
H: 0.075 0.555 5.136  0.123
H: -0.157 2.779 6.834  0.139
H: 1.195 1.592 6.834  0.129
H: 1.355 4.599 7.457  0.135
H: 1.614 3.231 8.625  0.135
H: 3.260 4.935 5.825  0.132
H: 4.509 3.619 5.870  0.136
H: 3.047 2.044 4.880  0.139
H: 2.754 3.548 3.946  0.129
H: 0.313 4.414 3.247  0.126
H: -0.981 3.521 1.296  0.137
H: 0.277 -1.460 1.123  0.130
H: -0.639 -3.756 0.948  0.116
H: -2.594 -5.029 -1.374  0.136
H: -1.368 -5.249 -0.094  0.110
H: -2.591 -7.340 -1.031  0.133
H: -2.404 -7.181 0.766  0.131
C: 2.863 5.264 -0.012  -0.075
C: 1.782 4.536 0.514  -0.070
C: 1.338 3.389 -0.143  -0.018
C: 1.955 3.005 -1.326  -0.204
N: 1.489 1.905 -2.044  -0.071
C: 0.418 1.094 -1.882  0.078
N: 0.471 0.323 -3.039  0.046
C: -0.580 -0.479 -3.544  -0.208
C: -1.530 -0.884 -2.624  -0.012
C: -2.625 -1.647 -3.036  -0.056
C: -2.779 -1.955 -4.393  -0.079
C: -1.854 -1.484 -5.331  -0.056
C: -0.745 -0.735 -4.904  -0.017
C: 1.666 0.609 -3.727  -0.193
C: 2.289 -0.105 -4.839  -0.174
C: 3.127 0.671 -5.665  -0.023
C: 3.846 0.069 -6.694  -0.064
C: 3.755 -1.317 -6.892  -0.068
C: 2.945 -2.100 -6.056  -0.067
C: 2.223 -1.506 -5.021  -0.038
N: 2.256 1.617 -3.147  0.159
C: 3.025 3.708 -1.864  -0.009
C: 3.474 4.861 -1.211  -0.054
H: 3.222 6.147 0.521  0.106
H: 1.291 4.869 1.429  0.080
H: 0.546 2.732 0.204  0.050
H: -1.372 -0.569 -1.596  0.066
H: -3.356 -1.987 -2.303  0.093
H: -3.633 -2.554 -4.716  0.108
H: -1.986 -1.690 -6.394  0.112
H: -0.029 -0.358 -5.636  0.116
H: 3.192 1.743 -5.471  0.114
H: 4.480 0.681 -7.337  0.110
H: 4.323 -1.792 -7.693  0.109
H: 2.875 -3.179 -6.208  0.110
H: 1.606 -2.105 -4.348  0.119
H: 3.468 3.344 -2.789  0.106
H: 4.292 5.429 -1.652  0.110

Forces on atoms 1 to 2 (eV/Å):
C -0.027 -0.151 -0.322
C 0.140 -0.157 -0.522

Properties
Electronic energy   -2010.244390 hartree
Orbital gap   0.194 Ha
Charge   +1
Max |F|   3.3 eV/A

Here is 11 unconnected molecules or ions with the total composition C44H88O25 in a non-equilibrium geometry from the Open Molecules 2025 dataset. Energies are from ωB97M-V/def2-TZVPD.

Last column: Löwdin charge in e.
CARTESIAN COORDINATES (ANGSTROEM)
C: 4.908 1.914 0.649  -0.066
C: 6.361 1.498 0.890  -0.160
O: 6.481 0.863 2.202  0.054
C: 7.656 0.510 2.566  -0.638
O: 8.684 0.656 1.900  0.100
O: 7.552 -0.031 3.776  -0.014
C: 8.693 -0.601 4.383  -0.039
H: 4.812 2.475 -0.281  0.083
H: 4.664 2.641 1.424  0.063
H: 4.149 1.135 0.717  0.047
H: 6.932 2.413 0.734  0.128
H: 6.624 0.754 0.139  0.127
H: 9.004 -1.532 3.907  0.103
H: 8.482 -0.723 5.445  0.094
H: 9.437 0.195 4.370  0.097
C: -2.112 -1.233 -7.274  -0.061
C: -0.838 -1.417 -6.495  -0.218
O: -0.448 -0.200 -5.881  0.023
C: -0.028 -0.126 -4.627  -0.518
O: 0.068 -1.072 -3.836  0.087
O: 0.429 1.133 -4.314  -0.046
C: 1.231 1.947 -5.210  -0.011
H: -2.798 -0.624 -6.685  0.073
H: -2.490 -2.204 -7.596  0.085
H: -1.890 -0.661 -8.175  0.079
H: 0.023 -1.591 -7.139  0.132
H: -0.933 -2.225 -5.769  0.112
H: 1.142 1.732 -6.275  0.095
H: 2.221 1.763 -4.793  0.095
H: 1.051 2.998 -4.983  0.078
C: 2.355 4.938 1.698  -0.062
C: 2.275 6.060 0.682  -0.156
O: 1.980 5.483 -0.656  0.047
C: 1.163 6.125 -1.402  -0.611
O: 0.733 7.247 -1.133  0.093
O: 0.812 5.322 -2.452  -0.027
C: -0.322 5.712 -3.329  0.005
H: 1.308 4.791 1.964  0.065
H: 2.968 5.334 2.508  0.096
H: 2.791 4.040 1.262  0.067
H: 3.247 6.531 0.536  0.126
H: 1.577 6.755 1.147  0.128
H: -1.293 5.423 -2.926  0.055
H: -0.231 5.212 -4.293  0.079
H: -0.252 6.767 -3.595  0.095
C: -2.865 3.020 3.194  -0.055
C: -4.237 2.864 2.472  -0.215
O: -4.227 3.020 1.067  -0.011
C: -4.046 4.299 0.511  -0.506
O: -4.143 5.351 1.167  0.103
O: -3.819 4.146 -0.763  -0.013
C: -3.659 5.211 -1.650  -0.041
H: -2.956 2.729 4.240  0.078
H: -2.575 4.069 3.127  0.072
H: -2.083 2.418 2.730  0.048
H: -4.934 3.549 2.955  0.118
H: -4.548 1.853 2.738  0.108
H: -2.893 5.895 -1.283  0.101
H: -4.611 5.712 -1.824  0.109
H: -3.303 4.787 -2.589  0.088
C: -5.039 -3.172 -4.939  -0.053
C: -3.693 -2.825 -4.324  -0.203
O: -3.919 -2.069 -3.117  0.010
C: -3.677 -0.745 -3.234  -0.492
O: -3.577 -0.102 -4.301  0.090
O: -3.804 -0.225 -1.983  -0.025
C: -3.876 1.162 -1.793  -0.060
H: -5.721 -2.332 -5.071  0.081
H: -5.569 -3.826 -4.247  0.081
H: -4.914 -3.592 -5.937  0.080
H: -2.976 -2.409 -5.032  0.091
H: -3.301 -3.798 -4.026  0.108
H: -3.019 1.672 -2.234  0.096
H: -3.982 1.435 -0.743  0.076
H: -4.782 1.526 -2.277  0.105
C: -1.161 -2.918 -0.943  -0.036
C: -1.935 -4.101 -1.576  -0.178
O: -1.872 -5.129 -0.595  0.011
C: -0.781 -5.940 -0.464  -0.526
O: 0.196 -5.956 -1.213  0.099
O: -1.012 -6.867 0.489  -0.009
C: -0.037 -7.868 0.807  -0.047
H: -1.064 -2.076 -1.629  0.066
H: -0.140 -3.186 -0.675  0.050
H: -1.594 -2.633 0.016  0.057
H: -1.517 -4.423 -2.530  0.121
H: -2.946 -3.749 -1.782  0.097
H: 0.946 -7.398 0.765  0.083
H: 0.124 -8.690 0.110  0.096
H: -0.066 -8.200 1.844  0.093
C: 3.175 -1.473 -2.330  -0.045
C: 2.469 -2.400 -1.296  -0.184
O: 3.271 -2.863 -0.180  0.027
C: 3.578 -2.098 0.887  -0.559
O: 3.122 -0.976 1.041  0.092
O: 4.373 -2.857 1.666  0.002
C: 4.985 -2.234 2.872  0.014
H: 2.467 -1.202 -3.113  0.054
H: 4.003 -2.022 -2.778  0.074
H: 3.536 -0.563 -1.852  0.069
H: 1.913 -3.195 -1.793  0.121
H: 1.660 -1.762 -0.940  0.078
H: 5.408 -1.230 2.818  0.070
H: 5.687 -2.903 3.368  0.094
H: 4.169 -2.061 3.574  0.087
C: 0.630 0.898 -0.589  -0.152
C: 0.630 2.343 -1.054  -0.127
C: -0.548 2.969 -0.203  -0.132
O: -1.251 1.841 0.394  -0.150
C: -0.820 0.614 -0.179  -0.171
H: 1.359 0.884 0.221  0.096
H: 1.033 0.214 -1.335  0.089
H: 0.402 2.447 -2.115  0.091
H: 1.597 2.791 -0.825  0.097
H: -1.133 3.642 -0.830  0.097
H: -0.191 3.585 0.623  0.091
H: -1.330 0.423 -1.123  0.095
H: -1.014 -0.274 0.422  0.116
C: 1.030 -4.070 2.868  -0.186
C: 0.076 -4.674 3.835  -0.139
C: -1.235 -3.820 3.661  -0.203
O: -0.740 -2.565 3.299  -0.144
C: 0.481 -2.731 2.538  -0.165
H: 1.177 -4.719 2.005  0.111
H: 2.042 -4.061 3.273  0.110
H: 0.289 -4.465 4.883  0.112
H: -0.141 -5.728 3.659  0.106
H: -2.005 -3.921 4.426  0.126
H: -1.812 -4.102 2.780  0.101
H: 1.211 -1.944 2.729  0.106
H: 0.204 -2.745 1.484  0.097
C: 0.748 2.164 3.436  -0.163
C: 0.935 3.198 4.537  -0.165
C: 1.925 2.565 5.488  -0.173
O: 2.751 1.867 4.537  -0.149
C: 2.056 1.382 3.411  -0.194
H: 0.557 2.610 2.459  0.078
H: -0.036 1.430 3.621  0.112
H: -0.034 3.376 5.004  0.108
H: 1.341 4.143 4.175  0.093
H: 1.445 1.828 6.132  0.116
H: 2.470 3.259 6.128  0.120
H: 1.896 0.314 3.555  0.110
H: 2.550 1.630 2.472  0.094
C: -5.347 -2.371 0.628  -0.140
C: -4.777 -1.187 1.401  -0.164
C: -3.738 -1.870 2.235  -0.236
O: -4.358 -3.045 2.652  -0.128
C: -5.135 -3.530 1.597  -0.198
H: -4.669 -2.476 -0.218  0.092
H: -6.350 -2.237 0.221  0.114
H: -5.518 -0.566 1.904  0.114
H: -4.231 -0.512 0.743  0.095
H: -3.416 -1.253 3.074  0.131
H: -2.852 -2.070 1.633  0.096
H: -6.007 -3.981 2.070  0.122
H: -4.532 -4.276 1.080  0.113

Forces on atoms 1 to 2 (eV/Å):
C -0.006 0.409 1.050
C -1.280 -0.490 -0.909

Properties
Electronic energy   -3610.192264 hartree
Orbital gap   0.347 Ha
Charge   0
SMILES string   CCOC(=O)OC.CCOC(=O)OC.CCOC(=O)OC.CCOC(=O)OC.CCOC(=O)OC.CCOC(=O)OC.CCOC(=O)OC.C1CCOC1.C1CCOC1.C1CCOC1.C1CCOC1
Max |F|   4.1 eV/A